{"formula": "C6H16N2", "method": "ωB97M-V/def2-TZVPD", "species": ["H", "H", "C", "H", "N", "H", "H", "C", "C", "H", "H", "C", "C", "H", "C", "H", "H", "H", "N", "H", "H", "H", "H", "H"], "xyz": [[1.628, -0.393, -1.168], [-1.550, 0.112, -2.783], [0.935, 0.670, 2.041], [-0.876, -2.213, 0.236], [0.751, -0.173, 0.787], [2.674, -0.160, 0.219], [-1.426, -1.533, -3.386], [1.447, 2.129, 2.091], [-0.919, -1.425, -0.521], [0.578, 2.758, 2.298], [-2.789, -2.100, -1.212], [1.721, 0.186, -0.248], [-1.967, -0.883, -2.673], [1.887, 2.327, 1.121], [-0.634, -0.129, 0.315], [0.032, -1.622, -1.044], [2.160, 2.330, 2.865], [1.916, 1.241, -0.447], [-2.057, -1.446, -1.362], [-0.972, 0.712, -0.288], [-1.297, -0.169, 1.182], [0.044, 0.556, 2.629], [-2.938, -0.738, -3.179], [1.651, -0.038, 2.528]], "nbo_charge": [0.208, 0.192, -0.223, 0.202, -0.437, 0.195, 0.161, -0.638, -0.215, 0.208, 0.383, -0.431, -0.412, 0.209, -0.228, 0.162, 0.219, 0.171, -0.660, 0.163, 0.185, 0.195, 0.201, 0.190], "orbital_gap_ev": 9.24, "homo_energy_ev": -8.1, "de_lowest_kj_mol": 211.78, "total_charge": 0, "smiles": "CCN(C)CCNC", "energy_ha": -347.644157}